Entry 1:
Entry from the Open Molecules 2025 dataset: a molecular structure, C29H48BF3N2NbO9S3 in a non-equilibrium geometry (ωB97M-V with the def2-TZVPD basis set).

Cartesian coordinates (Å):
Nb (-1.173, -1.534, 1.259)
S (0.643, -4.814, -3.758)
S (3.478, 1.852, -2.125)
S (-1.639, 4.505, -0.133)
F (4.594, 0.501, 4.046)
F (2.448, 1.280, 2.582)
F (3.516, -1.518, 4.537)
O (-2.672, -0.976, -1.587)
O (-1.504, 3.580, 0.960)
O (-4.297, -0.858, 0.218)
O (1.989, -4.519, -3.333)
O (-0.219, -5.704, -3.015)
O (3.306, 0.602, -2.821)
O (-3.172, -3.616, 3.760)
O (-2.150, 4.106, -1.421)
O (2.442, 2.858, -2.078)
N (-2.000, -3.413, 1.807)
N (-3.469, -0.611, 3.222)
C (-2.560, 5.926, 0.439)
C (-0.879, -4.116, 4.139)
C (-4.762, 0.468, -0.077)
C (-1.456, -4.577, 1.048)
C (0.081, -2.943, -5.501)
C (5.540, 1.444, -0.565)
C (2.723, -0.088, 2.739)
C (-0.216, -3.275, -4.044)
C (-0.122, -2.438, -0.599)
C (0.690, -5.335, -5.475)
C (-0.341, 6.827, -0.013)
C (-3.219, 0.909, 5.149)
C (-1.179, 0.401, 3.839)
C (-1.764, 1.156, 4.995)
C (0.851, -0.280, -2.005)
C (4.020, 1.502, -0.461)
C (3.576, -0.408, 3.750)
C (-3.706, 1.612, 0.174)
C (-0.059, -4.262, -6.268)
C (5.941, 2.618, -1.464)
C (-0.078, 5.357, -0.354)
C (-4.036, 0.067, 4.272)
C (5.008, 2.605, -2.679)
C (0.506, -1.312, -1.471)
C (-2.122, -0.427, 3.056)
C (-2.072, -3.677, 3.222)
C (0.818, -1.872, 2.347)
C (2.070, -1.092, 1.726)
C (-1.496, 6.866, 0.993)
B (-2.939, -1.060, -0.157)
H (-0.597, -2.179, -5.883)
H (1.845, -0.506, 0.796)
H (-4.300, 2.578, 0.266)
H (-0.163, -4.747, 3.527)
H (-1.171, 1.827, 5.657)
H (-0.629, 7.370, -0.918)
H (-0.338, -4.680, 1.073)
H (5.817, 3.556, -0.915)
H (-5.192, 0.534, -1.124)
H (0.140, -2.515, -3.349)
H (-3.292, 5.618, 1.184)
H (5.848, 0.502, -1.028)
H (-3.141, 1.519, 1.141)
H (-0.335, -3.192, 4.476)
H (6.987, 2.554, -1.770)
H (3.576, 0.569, -0.116)
H (1.736, -5.400, -5.778)
H (1.116, 0.593, -2.616)
H (6.010, 1.507, 0.418)
H (3.700, 2.328, 0.175)
H (1.067, -2.983, 2.312)
H (-3.025, 1.786, -0.712)
H (-0.874, -2.948, -1.274)
H (-1.903, -5.524, 1.494)
H (-3.063, 6.366, -0.424)
H (2.881, -1.846, 1.482)
H (-5.137, -0.084, 4.447)
H (0.790, -1.615, 3.449)
H (4.804, 3.612, -3.042)
H (0.681, -3.132, -0.231)
H (-1.149, 6.506, 1.966)
H (-1.877, -4.531, 0.003)
H (0.557, 7.305, 0.384)
H (-3.742, 1.412, 6.011)
H (1.104, -2.567, -5.597)
H (-0.498, 0.109, 0.786)
H (-1.282, -3.456, -3.891)
H (-1.118, -4.529, -6.340)
H (0.329, -4.182, -7.285)
H (-5.635, 0.672, 0.616)
H (0.648, 4.911, 0.326)
H (-0.089, 0.507, 3.592)
H (0.216, -6.311, -5.569)
H (5.412, 1.994, -3.487)
H (-1.884, 7.877, 1.125)
H (-1.187, -4.675, 5.058)
H (-2.840, -0.069, -1.905)
H (0.256, 5.235, -1.384)

Its spin multiplicity is 1. As for the charge: -1.


Entry 2:
Entry from the Open Molecules 2025 dataset: a molecular structure, C29H48BFeIN3O2P2 in a non-equilibrium geometry (ωB97M-V with the def2-TZVPD basis set).

Cartesian coordinates (Å):
I (2.663, 3.017, -1.281)
Fe (1.187, 0.506, -1.416)
P (-0.320, -1.040, -2.561)
P (-0.379, 1.818, 2.473)
O (-0.549, 0.932, -0.048)
O (-0.625, 1.528, -1.377)
N (-2.220, -0.935, -0.588)
N (-2.048, -0.145, 1.571)
N (3.349, 0.259, -0.600)
C (-3.725, -1.738, 2.582)
C (0.390, -3.041, -0.875)
C (0.358, -2.790, -2.391)
C (-1.776, 0.638, 2.758)
C (0.060, 4.562, 2.453)
C (5.343, 1.533, -0.994)
C (-4.584, -2.783, 2.273)
C (-2.086, -1.186, -2.011)
C (-2.202, 3.709, 1.817)
C (1.037, 0.296, -4.515)
C (5.487, -0.765, -0.328)
C (-0.530, -1.457, -5.407)
C (1.797, -2.778, -2.918)
C (-2.974, -1.192, 1.555)
C (-4.698, -3.256, 0.970)
C (4.106, -0.807, -0.306)
C (-3.959, -2.698, -0.065)
C (0.794, 1.155, 4.963)
C (-0.460, -3.887, -3.070)
C (6.114, 0.418, -0.692)
C (-1.491, 3.685, 4.247)
C (-3.088, -1.664, 0.235)
C (-1.033, 3.549, 2.796)
C (1.233, -0.319, 2.955)
C (2.329, 1.922, 3.116)
C (-0.329, -0.389, -4.336)
C (1.067, 1.123, 3.458)
C (-1.424, 0.680, -4.457)
C (3.974, 1.393, -0.916)
B (-1.560, 0.017, 0.240)
H (2.368, -1.946, -2.486)
H (-2.667, 1.203, 3.047)
H (-2.410, 0.235, -4.585)
H (-1.436, 1.342, -3.590)
H (-0.648, 3.747, 4.933)
H (-2.432, -2.194, -2.234)
H (-2.576, 4.732, 1.883)
H (-4.083, -3.058, -1.078)
H (1.872, -0.387, -4.347)
H (1.251, -0.357, 1.861)
H (-1.472, -1.989, -5.273)
H (7.193, 0.482, -0.737)
H (-2.144, 2.870, 4.563)
H (-5.180, -3.232, 3.056)
H (-0.613, -3.051, -0.442)
H (2.527, 1.903, 2.041)
H (3.571, -1.711, -0.041)
H (-1.887, 3.534, 0.785)
H (0.847, -4.012, -0.673)
H (1.833, -2.694, -4.004)
H (-3.654, -1.364, 3.596)
H (-0.357, 5.569, 2.516)
H (-5.378, -4.069, 0.757)
H (-2.689, -0.479, -2.579)
H (-0.644, -3.679, -4.121)
H (1.123, 1.162, -3.842)
H (3.183, 1.476, 3.629)
H (0.285, -2.180, -5.435)
H (6.059, -1.644, -0.068)
H (-0.204, 0.801, 5.224)
H (-0.563, -0.969, -6.384)
H (0.977, -2.272, -0.359)
H (-2.060, 4.613, 4.339)
H (2.260, 2.959, 3.437)
H (2.183, -0.709, 3.324)
H (2.302, -3.706, -2.643)
H (-1.418, -4.043, -2.572)
H (0.443, -0.980, 3.311)
H (0.923, 2.156, 5.370)
H (0.431, 4.419, 1.436)
H (-1.510, -0.019, 3.589)
H (1.128, 0.679, -5.533)
H (0.900, 4.516, 3.143)
H (5.792, 2.476, -1.274)
H (-3.034, 3.042, 2.045)
H (1.515, 0.500, 5.457)
H (-1.227, 1.290, -5.340)
H (0.090, -4.829, -3.011)

Its spin multiplicity is 6. As for the charge: +2. As for the expectation value of S²: 8.763.


| no. | E_tot (eV) |
| --- | --- |
| 1 | -95134.62343 |
| 2 | -101145.92639 |